Computed, not measured: a molecular structure, C33H53N4O2P2Sr, with the ωB97M-V functional and the def2-TZVPD basis.

Computed properties:
- frontier orbital gap (eV) = 5.50
- charge = +1

Last column: Mulliken charge in e.
Element x y z (Å)
Sr 0.26 0.52 0.25  2.1018
P -2.79 0.49 0.02  0.7222
P 2.65 -1.26 -0.68  0.2370
O 0.38 -0.94 2.26  -0.3813
O 0.76 3.48 2.97  -0.1606
N 0.19 2.91 -1.54  -0.5062
N 0.13 -2.88 3.46  -0.4037
N -0.61 -1.35 -1.41  1.6158
N 1.32 -1.17 4.37  -0.2574
C -3.00 -1.22 -0.63  -0.8021
C 0.62 4.02 -4.96  -0.4939
C -3.17 -0.57 2.57  -2.0535
C -2.27 -2.82 -2.37  -0.8342
C 1.10 2.57 -6.83  -0.4132
C 0.61 -1.61 3.32  0.4818
C 0.69 2.67 2.15  0.2404
C 0.89 3.85 -6.32  -0.5795
C -3.77 1.85 2.26  -1.8496
C -3.57 1.53 -1.39  1.7861
C 4.28 -3.46 -1.42  -1.4950
C 3.51 1.45 -0.55  -1.3941
C -3.82 0.45 1.61  1.6705
C 1.08 1.46 -5.98  -0.7448
C -0.07 -2.82 -3.28  -1.0513
C 0.34 -1.92 -2.26  -0.2878
C 3.98 0.10 -1.15  2.2786
C -5.27 0.03 1.36  -1.7387
C 0.54 2.91 -4.10  0.5105
C 4.12 -2.94 1.05  -1.5330
C 4.14 0.24 -2.67  -1.8366
C 0.80 1.63 -4.62  0.1785
C 1.84 0.17 4.55  -0.7626
C 0.27 3.05 -2.70  -0.1638
C 5.33 -0.27 -0.53  -1.8995
C -1.37 -3.28 -3.32  -0.9302
C 1.76 -1.69 -2.13  -0.7447
C -1.88 -1.79 -1.52  -0.6280
C 2.17 -3.94 -0.13  -1.8366
C 3.36 -2.98 -0.28  1.4491
C -3.30 3.01 -1.06  -1.5493
C -2.88 1.16 -2.71  -1.7583
C -5.08 1.30 -1.53  -1.7839
H -2.23 3.22 -0.95  0.1589
H -5.35 -0.88 0.76  0.2527
H -2.10 -0.38 2.75  0.2290
H -1.78 1.09 -2.62  -0.0209
H -3.12 -1.90 0.23  0.6777
H 6.07 0.51 -0.80  0.5365
H -3.83 3.33 -0.15  0.2851
H 3.35 1.38 0.54  0.1152
H 3.91 -3.19 -2.42  0.1885
H 4.32 -4.56 -1.38  0.4741
H -3.69 3.61 -1.90  0.5010
H -5.73 -0.18 2.34  0.5271
H 0.26 -3.39 4.33  0.1498
H 1.41 -3.53 0.56  0.0818
H 0.94 4.72 -6.98  0.3871
H 4.29 2.21 -0.72  0.5523
H 1.05 0.89 4.80  0.2616
H -3.30 -3.18 -2.34  0.5122
H 5.71 -1.22 -0.91  0.3121
H 0.47 5.01 -4.53  0.4777
H 5.32 -3.11 -1.32  0.3090
H 4.43 -0.71 -3.14  0.3439
H -5.36 0.24 -1.60  0.2658
H 5.28 -0.30 0.57  0.3144
H -3.29 -1.61 2.22  0.3641
H 5.02 -2.30 1.02  0.3052
H -0.49 -3.26 2.76  0.2349
H 1.36 -1.81 5.16  0.2023
H -3.25 0.21 -3.13  0.3112
H 3.47 -2.58 1.87  0.0092
H 2.52 -4.90 0.27  0.6247
H -2.74 2.21 2.39  0.2251
H -4.23 1.79 3.25  0.5091
H -1.68 -4.02 -4.06  0.4290
H -3.09 1.94 -3.45  0.6312
H -5.65 1.77 -0.72  0.3165
H 1.68 -4.14 -1.10  0.2970
H 4.45 -3.96 1.31  0.5233
H 4.94 0.97 -2.87  0.5005
H -3.96 -1.29 -1.19  0.4927
H 0.70 -3.16 -3.97  0.4860
H 2.34 -1.79 -3.06  0.4327
H 2.38 0.53 3.67  0.1438
H 2.58 1.84 -1.03  0.0116
H 0.78 0.76 -3.96  0.4905
H -4.33 2.59 1.68  0.3344
H -3.68 -0.50 3.54  0.6038
H 1.31 2.45 -7.90  0.3882
H 2.55 0.14 5.39  0.3495
H -5.86 0.82 0.90  0.3196
H -5.40 1.78 -2.47  0.5086
H 1.30 0.47 -6.38  0.4382
H 3.23 0.61 -3.16  0.2256